Record 1
The following is a DFT calculation (ωB97M-V with the def2-TZVPD basis set) of a 2-piece molecular cluster, C9H19N4O6S overall.

Results
net charge	-1
HOMO energy	-4.0	eV
frontier orbital gap	6.557	eV

XYZ file:
```
39
Properties=species:S:1:pos:R:3:forces:R:3
N -1.991533 0.021203 3.783308 0.033 0.037 -0.053
C -1.816863 0.533188 2.629284 -0.043 -0.202 0.353
N -2.477135 -0.074217 1.536171 0.380 0.528 -0.095
N -0.961619 1.656600 2.457532 -0.668 -0.123 -0.386
C -1.094900 2.589465 1.336895 0.262 0.028 -0.106
C 0.121387 2.677279 0.371482 0.272 0.326 0.414
C 1.367836 1.907980 0.819432 -0.284 0.220 -0.052
C 1.282051 0.413328 0.526042 0.024 -0.069 -0.315
C 1.708086 0.074357 -0.926920 0.209 0.131 0.421
C 2.724575 -1.078480 -0.969660 -0.055 -0.245 0.096
C 2.092062 -2.479336 -0.935783 -0.028 0.202 -0.218
S 0.742957 -2.591310 -2.080500 -0.169 -0.777 -0.424
O 0.014133 -3.796098 -1.870523 0.163 0.366 0.191
O 1.272231 -2.316036 -3.390373 0.109 0.170 0.162
O -0.144055 -1.374072 -1.615293 0.112 -0.379 -0.013
C 0.499128 -0.121319 -1.826339 -0.065 0.842 -0.091
H -1.456680 0.535417 4.482901 0.016 0.032 0.054
H -1.859820 -0.374051 0.787117 -0.143 -0.310 -0.057
H -3.170160 0.532333 1.116181 -0.104 -0.068 -0.023
H -0.958899 2.161574 3.326777 0.327 0.014 0.126
H -1.198541 3.579574 1.778615 -0.138 0.072 0.035
H -2.005138 2.415226 0.768475 -0.083 -0.190 0.002
H -0.147791 2.413887 -0.648200 -0.111 -0.112 -0.027
H 0.402923 3.731996 0.340675 -0.036 0.078 -0.176
H 2.225587 2.346772 0.304392 0.129 -0.104 -0.045
H 1.532127 2.101506 1.879208 -0.065 -0.133 0.101
H 1.886191 -0.142352 1.241365 0.070 -0.068 0.044
H 0.253349 0.088564 0.663987 -0.045 -0.146 0.184
H 2.212705 0.958536 -1.323724 0.106 0.031 -0.045
H 3.361943 -0.985408 -0.089652 0.125 -0.008 0.005
H 3.390368 -1.016714 -1.828647 -0.192 0.088 -0.231
H 1.720429 -2.764016 0.044611 -0.145 0.017 0.058
H 2.781725 -3.238778 -1.297241 0.150 -0.059 0.154
H 0.747695 0.027917 -2.875129 0.038 -0.332 -0.127
H -0.248109 0.628012 -1.578914 -0.191 -0.146 -0.013
N -3.201226 -2.267852 -1.734851 -0.043 0.090 0.015
O -2.767881 -2.519894 -0.592815 0.004 0.033 -0.001
O -3.174911 -1.081644 -2.156756 0.034 0.064 0.018
O -3.664226 -3.173138 -2.453128 0.044 0.103 0.064
```
Forces are in eV/Å.

Mulliken atomic charge list, values in e, 5 entries: N -0.795; C 0.593; N -0.425; N -0.211; C -0.650

---

Record 2
The following is a DFT calculation (ωB97M-V with the def2-TZVPD basis set) of a 2-piece molecular cluster, C9H19NO2S overall at a distorted geometry.

Results
HOMO energy	-8.8	eV
frontier orbital gap	8.123	eV

XYZ file:
```
32
Properties=species:S:1:pos:R:3:forces:R:3
C -1.285043 0.536492 1.181826 -0.090 -0.493 0.050
C -1.330033 -0.142008 0.059421 1.227 -0.989 -1.923
C -2.560393 0.984097 1.737366 -2.991 0.286 2.113
C 0.748396 -0.947244 -3.165690 -1.094 2.251 -0.588
C 0.492284 -1.931656 -0.247816 -2.259 1.836 0.956
C -0.032992 0.648924 1.977115 -2.172 1.482 2.720
C -0.460214 -0.581180 -2.254599 -1.494 -0.820 -0.932
C 0.096663 -0.564873 2.904648 1.067 0.496 -1.597
C -0.085650 -0.597465 -0.701693 -0.577 0.545 -2.322
N 2.684736 3.016229 -2.394501 1.774 -4.622 -0.578
O 1.390089 2.083511 -0.468326 -0.735 0.195 1.026
O 1.449538 -0.909129 3.016785 -0.122 -2.248 0.898
S 2.297574 1.836110 -1.544592 1.012 1.625 -1.103
H -3.448338 0.429138 1.283598 1.202 0.644 0.620
H -2.729168 1.006459 2.886967 0.719 -0.713 -1.644
H -2.758108 2.032731 1.552750 0.146 0.471 -0.495
H 0.934280 -1.950219 -3.264019 0.071 -2.764 0.256
H 1.664419 -0.548550 -2.844386 1.299 0.715 1.015
H 0.770924 -0.627269 -4.214772 -0.918 0.345 0.106
H -0.280509 -2.353574 0.331604 -0.893 -0.946 0.940
H 1.295662 -1.813492 0.390468 1.843 0.280 1.263
H 0.687808 -2.626050 -0.956882 0.873 -1.844 -2.620
H -0.163922 1.520105 2.704501 0.372 -0.639 -1.113
H 0.851964 0.809568 1.452410 1.259 0.093 -1.240
H -1.054168 0.357369 -2.569350 1.526 -0.888 0.646
H -1.275321 -1.355391 -2.534968 1.146 0.767 0.932
H -0.326157 -0.293168 3.838047 -0.595 -0.343 1.091
H -0.312384 -1.429147 2.426472 -0.937 -0.464 0.143
H 0.701247 0.150215 -0.644788 -0.372 -0.153 0.375
H -2.246145 -0.442321 -0.473313 0.103 0.471 0.583
H 2.292188 3.874406 -2.364878 -1.676 3.505 0.566
H 1.990773 -0.172619 2.900595 1.287 1.922 -0.144
```
Forces are in eV/Å.

Mulliken atomic charge list, values in e, 5 entries: C 1.291; C -1.286; C -1.506; C -1.437; C -1.907

---

Record 3
The following is a DFT calculation (ωB97M-V with the def2-TZVPD basis set) of a 2-piece molecular cluster, C9H19NOS overall at a distorted geometry.

Results
HOMO energy (spin up / spin down)	-7.5 / -9.5	eV
spin multiplicity	3
<S²>	2.008
frontier orbital gap (spin up / spin down)	8.323 / 8.491	eV

XYZ file:
```
31
Properties=species:S:1:pos:R:3:forces:R:3
C 0.983088 -1.401062 0.456018 2.211 -0.465 -2.322
C -0.003552 -1.794492 1.474277 -0.596 0.516 2.124
C 2.502869 -1.280561 0.598571 0.795 1.100 -0.023
C 0.279285 -2.101536 2.996895 -0.720 3.536 -0.583
C -1.358577 -2.333765 1.126887 -0.756 -1.015 -3.544
C 0.912081 1.763284 -1.600583 0.112 0.174 3.008
C -1.229035 2.240305 -2.585903 -3.126 0.041 0.355
C -1.205899 2.635848 -0.144144 -0.986 0.254 -1.176
C -0.588936 1.782484 -1.288398 -0.697 1.583 -1.016
N 0.221950 -0.431066 1.126761 -0.570 1.423 -0.052
O -0.347059 -0.781691 -1.872190 1.053 -1.469 -1.800
S -1.286686 0.102732 -1.208861 -1.733 1.512 1.268
H 0.868897 -1.553812 -0.689384 -0.633 0.007 2.432
H 2.900931 -2.249966 0.218611 0.338 1.126 -0.124
H 2.847030 -1.165388 1.614872 -0.140 -0.305 0.671
H 2.947882 -0.249919 0.154349 -1.184 -2.707 0.188
H 0.771369 -1.230537 3.565954 -0.971 -0.817 -1.111
H 1.046458 -2.774854 2.972426 1.390 -2.744 0.658
H -0.701199 -2.295697 3.471410 0.978 -0.532 -0.042
H -1.786405 -1.957872 0.083143 1.318 -1.109 1.977
H -2.161084 -2.044689 1.771770 -0.128 0.166 0.969
H -1.263067 -3.458667 1.092939 -0.442 1.077 -0.006
H 1.491423 1.673023 -0.641767 -0.275 0.065 -0.998
H 1.042068 0.910648 -2.176280 0.540 -2.071 -0.748
H 1.359255 2.493223 -2.251425 -0.456 1.192 0.131
H -2.406135 1.980918 -2.677998 2.715 1.029 0.259
H -0.742691 1.802414 -3.383456 0.764 -1.628 -1.864
H -0.964769 3.255280 -2.759118 -0.541 1.392 0.164
H -1.115418 2.112241 0.743845 -0.102 -1.464 1.933
H -0.672334 3.551170 0.147129 -0.228 0.140 -1.006
H -2.341739 2.802002 -0.336352 2.071 -0.007 0.280
```
Forces are in eV/Å.

Mulliken atomic charge list, values in e, 5 entries: C 0.261; C 1.547; C -1.494; C -1.529; C -1.394

---

Record 4
The following is a DFT calculation (ωB97M-V with the def2-TZVPD basis set) of an isolated molecule of C9H19NOSSi at a distorted geometry.

Results
HOMO energy	-8.6	eV
frontier orbital gap	9.281	eV

XYZ file:
```
32
Properties=species:S:1:pos:R:3:forces:R:3
C -0.532156 -2.282638 -0.199841 1.884 -1.880 -1.223
C 0.346140 -1.547017 -1.151047 0.150 1.657 -2.466
C 1.532996 -2.397948 -1.734006 -1.073 0.250 2.412
S -0.705100 -1.170463 -2.747300 -0.233 0.017 0.474
C -1.385160 0.556156 -2.618646 3.001 -0.859 2.231
Si -1.597411 1.138463 -0.825415 -0.590 -1.668 -0.889
N -0.207437 0.568083 0.005518 1.160 0.823 -0.305
C 0.188444 1.086055 1.359866 1.432 -0.289 -0.629
C 1.249854 2.220328 1.229496 -0.859 1.151 0.022
C -1.084536 1.412140 2.110203 -0.786 1.422 -0.842
C 0.799190 -0.081815 2.075163 2.389 -0.579 -0.014
C 0.774188 -0.114033 -0.753753 1.825 -1.522 0.233
O 1.933639 0.221948 -0.990731 -1.959 0.322 0.680
H -0.856699 -3.157342 -0.803064 -0.226 0.327 0.924
H -1.310449 -1.689158 0.119337 -1.881 1.000 0.778
H 0.103447 -2.590113 0.626560 -0.194 -0.361 0.304
H 1.123848 -3.426644 -1.750559 0.688 0.298 -0.011
H 2.417076 -2.274257 -1.015667 -1.069 -0.364 -1.421
H 1.654246 -2.061645 -2.738327 0.954 0.149 -0.506
H -0.656783 1.144229 -3.143805 0.463 0.666 -0.003
H -2.218987 0.608374 -3.193499 -2.838 -0.140 -1.461
H -1.846876 2.530093 -0.833588 0.029 1.448 0.124
H -2.758819 0.508432 -0.174366 -0.293 -0.030 -0.130
H 0.681081 2.875090 0.492780 1.496 -0.019 0.800
H 1.462929 2.789432 2.202837 -0.674 -0.815 -1.256
H 2.258567 1.883215 0.849438 -1.481 0.211 0.081
H -1.761195 0.577605 2.025141 -0.152 -0.557 0.100
H -1.704385 2.282542 1.664109 1.296 -0.904 1.073
H -0.799253 1.493970 3.157846 -0.454 0.675 0.009
H 0.155833 -0.924783 1.914139 -0.092 -0.640 0.242
H 1.885649 -0.315699 1.700152 -2.078 0.335 0.622
H 0.858118 0.137402 3.141028 0.163 -0.123 0.045
```
Forces are in eV/Å.

Mulliken atomic charge list, values in e, 5 entries: C -1.712; C 1.523; C -1.265; S -0.166; C -0.778

---

Record 5
The following is a DFT calculation (ωB97M-V with the def2-TZVPD basis set) of an isolated molecule of C9H19NOSi at a distorted geometry.

Results
HOMO energy	-8.1	eV
frontier orbital gap	8.854	eV

XYZ file:
```
31
Properties=species:S:1:pos:R:3:forces:R:3
C 5.509062 0.755493 -0.132870 -3.073 1.786 0.872
N 4.460122 0.061921 -0.828695 0.877 -0.405 -0.750
C 3.420209 -0.316661 -0.358604 -3.125 -0.422 0.790
C 2.230769 -0.812388 0.065956 0.950 2.553 -0.878
C 0.811551 -0.183427 -0.224978 -0.017 -3.986 -0.092
C -0.608189 -0.884286 0.239400 1.993 2.859 1.539
C -0.440021 -1.087830 1.740271 -1.285 2.126 0.624
O -0.941771 -2.014099 -0.471296 0.179 -1.078 -0.600
Si -2.124866 0.299965 -0.233257 0.794 0.996 -1.328
C -2.268395 2.041220 0.721797 -0.548 -3.563 -1.212
C -3.629179 -0.776746 0.027111 1.950 0.883 2.357
C -1.839966 0.661224 -2.139217 -2.203 1.882 3.103
H 6.400834 0.318744 -0.191509 3.590 -2.061 -1.121
H 5.345555 0.766908 0.916718 -0.612 0.172 1.227
H 5.601069 1.780002 -0.431243 -0.052 0.537 -0.538
H 2.431571 -1.661244 0.622292 -0.299 -1.927 1.056
H 0.724321 -0.461402 -1.222720 -0.111 0.384 -2.357
H 0.847073 0.839637 -0.128220 -0.205 2.359 0.430
H 0.067854 -0.108251 2.058358 -0.591 -1.682 0.174
H -1.446738 -1.102088 2.203017 0.443 -0.113 0.165
H 0.067343 -1.971860 2.109819 0.529 -0.115 -0.296
H -0.391709 -2.731347 -0.147246 0.086 -0.365 -0.126
H -1.305000 2.346264 0.887954 2.477 0.898 0.793
H -2.769265 2.810217 0.234259 -1.002 1.122 -1.331
H -2.790512 1.845162 1.612314 -0.453 -0.144 1.513
H -4.493628 -0.248896 -0.217864 -1.635 0.662 -0.449
H -3.500512 -1.687193 -0.487894 -0.073 -1.097 -0.446
H -3.581405 -0.901261 1.149488 -0.465 -0.336 -1.040
H -0.823496 0.754330 -2.376708 1.084 -0.017 -0.924
H -2.514393 0.092964 -2.681012 -0.287 -2.380 -1.452
H -2.448275 1.574942 -2.315411 1.085 0.472 0.299
```
Forces are in eV/Å.

Mulliken atomic charge list, values in e, 5 entries: C -0.915; N -0.342; C 0.383; C -1.035; C -1.185

---

Record 6
The following is a DFT calculation (ωB97M-V with the def2-TZVPD basis set) of a 2-piece molecular cluster, C9H19NOSi overall at a distorted geometry.

Results
HOMO energy (spin up / spin down)	-7.1 / -6.4	eV
frontier orbital gap (spin up / spin down)	7.412 / 6.845	eV

XYZ file:
```
31
Properties=species:S:1:pos:R:3:forces:R:3
C -1.376804 -2.732115 -2.020019 1.795 3.499 0.865
C -0.759941 -1.904164 -1.097445 0.039 -2.352 0.930
C -0.631996 -2.268477 0.296645 -0.651 -3.231 -0.634
C 2.066802 -0.294776 0.412988 0.862 -0.378 -0.503
C -0.268661 -3.311403 2.396318 2.070 0.648 -0.403
C 0.045512 1.679871 -2.221300 -1.606 2.950 1.839
C 1.247606 3.333805 0.347672 -1.286 1.790 1.848
C -1.541400 2.310936 0.372042 -0.746 0.696 -0.713
C 0.696696 0.292914 0.472900 0.634 0.679 -0.207
N -0.343391 -3.293814 0.962014 0.071 1.978 -1.810
O -0.197113 -0.431121 1.208143 1.028 0.553 0.635
Si 0.174633 1.958852 -0.260274 -0.217 -1.561 -1.065
H -1.440739 -2.272242 -2.974114 -0.259 -0.101 -1.003
H -1.618761 -3.735586 -1.906429 -0.686 -1.409 0.659
H -0.152469 -1.024590 -1.291602 -0.697 0.311 -0.651
H 2.764851 0.522908 0.235811 0.155 0.208 0.030
H 2.416659 -0.753527 1.387738 -0.576 0.052 -1.203
H 2.266124 -0.962194 -0.522746 -0.521 0.513 1.751
H -0.199209 -4.346653 2.691339 0.059 -0.089 0.505
H -1.083124 -2.795741 2.826283 -1.036 0.413 0.790
H 0.684146 -2.722470 2.647873 -1.231 -1.060 0.057
H -0.984514 1.368883 -2.393129 -0.347 0.425 -0.006
H 0.322665 2.459745 -2.942391 -0.117 -0.049 0.405
H 0.532166 0.832569 -2.447626 2.395 -2.995 -0.847
H 0.586804 4.265133 0.136079 1.578 -1.113 -0.150
H 1.356932 3.416035 1.492192 -0.333 -0.626 -1.568
H 2.251145 3.364052 -0.028159 0.367 0.418 -0.557
H -1.927484 1.731317 1.195113 0.125 -0.165 0.445
H -1.517562 3.362161 0.657054 -0.053 0.100 0.454
H -2.332775 2.314016 -0.393063 0.349 -0.327 -0.037
H -1.036799 -0.364325 0.760091 -1.166 0.222 0.145
```
Forces are in eV/Å.

Mulliken atomic charge list, values in e, 5 entries: C -1.084; C 0.221; C 0.511; C -1.093; C -0.644

---

| no. | total energy (Eh) |
| --- | --- |
| 1 | -1422.90401 |
| 2 | -957.61390 |
| 3 | -882.27490 |
| 4 | -1171.97640 |
| 5 | -773.68905 |
| 6 | -773.60062 |